Arrangement i

Computed, not measured: the ion C2H12NSi2 with charge +1, with ωB97M-V with the def2-TZVPD basis set.

Structure (XYZ):
```
17
Properties=species:S:1:pos:R:3
Si -0.04 1.84 0.38
Si -2.18 -0.45 -0.07
N 1.92 -0.86 -0.44
C 0.48 -0.94 0.13
C -0.39 0.14 -0.35
H -2.01 -0.73 1.29
H -0.19 0.13 -1.50
H -3.39 0.32 -0.59
H 2.48 -1.79 -0.54
H 1.45 1.94 0.29
H 2.48 -0.27 0.18
H 0.20 -1.88 -0.10
H -0.58 2.67 -0.75
H -2.47 -1.90 -0.59
H 0.69 -0.67 1.21
H -0.41 2.41 1.76
H 1.79 -0.44 -1.39
```

As for the total charge: +1. The calculation puts the HOMO energy at -14.67 eV. The value obtained for the lowest unoccupied orbital energy is -3.813 eV. The molecular weight comes out at 106.30 g mol⁻¹.

These are the Mulliken partial charges, in e, on atoms 1 to 2: 0.35 0.38

=====

Arrangement ii

Computed, not measured: a cluster of 2 separate species, C2H12NSi2 in total, with ωB97M-V with the def2-TZVPD basis set.

Structure (XYZ):
```
17
Properties=species:S:1:pos:R:3
Si 1.88 -0.28 -0.28
Si 0.27 1.97 1.34
N -1.35 -1.67 -1.15
C 0.03 0.64 -0.07
C -1.13 -0.08 0.32
H 1.49 2.37 0.72
H 0.70 1.22 2.61
H -2.34 -1.51 -1.25
H -1.26 -0.69 1.19
H -0.24 1.05 -1.03
H 2.61 0.91 -0.52
H -0.94 -1.63 -2.02
H -1.23 -2.63 -0.87
H -0.89 2.92 1.43
H -2.06 0.36 -0.10
H 1.95 -0.86 -1.62
H 2.30 -1.40 0.70
```

As for the total charge: +1. The calculation puts the HOMO energy at -14.77 eV. The value obtained for the lowest unoccupied orbital energy is -4.545 eV. The molecular weight comes out at 106.30 g mol⁻¹.

These are the Mulliken partial charges, in e, on atoms 1 to 2: 0.45 0.39

=====

The most stable of them is arrangement i.

=====

Arrangement i

Computed, not measured: an isolated molecule of C20H33N5O4, with ωB97M-V with the def2-TZVPD basis set.

Structure (XYZ):
```
62
Properties=species:S:1:pos:R:3
O -3.14 0.01 1.31
O 2.23 -1.42 -2.73
O -0.73 2.52 4.55
O -3.00 -0.06 -1.31
N 1.45 1.05 -0.19
N -2.30 2.21 2.94
N 3.20 2.40 -0.61
N -1.68 -1.89 -1.41
N 2.73 2.61 0.64
C 3.36 -2.21 -2.41
C -1.07 2.57 3.38
C 3.33 3.61 1.49
C 4.60 -1.50 -2.92
C 0.88 1.76 2.13
C -3.16 1.39 3.78
C -3.74 -0.28 2.55
C -2.37 -0.93 -0.74
C 0.98 -2.04 -2.51
C -0.08 -1.15 -3.13
C 2.40 1.46 -1.06
C 0.71 -2.28 -1.02
C -2.33 -1.01 0.78
C -4.45 1.00 3.02
C -0.71 -2.79 -0.80
C -2.76 -0.11 3.74
C 1.68 1.80 0.88
C -1.47 -1.73 -2.84
C 0.12 -0.99 -4.63
C -0.09 2.94 2.28
H -3.11 -0.64 4.63
H 3.26 -3.20 -2.88
H -4.79 1.67 2.23
H -3.26 1.85 4.76
H 0.05 -1.95 -5.14
H -4.32 -1.21 2.48
H -2.41 2.07 1.95
H 5.49 -2.07 -2.69
H -2.70 -1.99 1.11
H -0.61 3.12 1.33
H 1.42 -3.00 -0.61
H -2.25 -1.07 -3.23
H -0.92 -2.92 0.26
H 0.43 3.85 2.56
H -1.29 -0.92 1.13
H -5.26 0.78 3.70
H 0.85 -1.33 -0.50
H 1.10 -0.57 -4.85
H 0.98 -3.02 -3.03
H -0.02 -0.18 -2.64
H -0.64 -0.32 -5.06
H 2.96 3.48 2.50
H 3.44 -2.35 -1.33
H 2.51 1.03 -2.05
H 3.09 4.61 1.14
H -1.57 -2.71 -3.32
H 4.69 -0.52 -2.45
H -0.83 -3.77 -1.27
H 4.41 3.48 1.48
H 4.54 -1.36 -4.00
H 0.32 0.83 2.10
H -1.71 -0.34 3.57
H 1.52 1.71 3.01
```

The calculation puts the HOMO energy at -9.12 eV. The value obtained for the lowest unoccupied orbital energy is 0.675 eV. The molecular weight comes out at 407.51 g mol⁻¹.

These are the Mulliken partial charges, in e, on atoms 1 to 2: -0.38 -0.16

=====

Arrangement ii

Computed, not measured: an isolated molecule of C20H33N5O4, with ωB97M-V with the def2-TZVPD basis set.

Structure (XYZ):
```
62
Properties=species:S:1:pos:R:3
O -0.17 1.65 -1.00
O -2.85 1.62 6.27
O 2.32 -2.39 -3.79
O -0.26 1.13 1.76
N -0.97 -1.12 9.55
N -1.82 0.98 4.35
N -0.62 -0.51 -1.53
N -0.25 -2.01 10.27
N -0.93 -2.92 8.33
C -0.57 -0.20 -2.95
C -0.25 0.09 0.83
C -2.37 2.03 3.51
C -1.24 0.20 10.08
C -0.33 0.50 -0.65
C -2.67 1.55 2.07
C -0.42 -1.92 -1.25
C 3.88 -3.93 -4.69
C 1.04 -2.08 -3.29
C -0.26 -3.07 9.49
C -1.30 2.11 1.63
C 0.79 -0.30 -5.06
C -2.05 0.91 5.68
C 2.58 -3.78 -3.94
C 0.92 -2.39 -1.80
C -1.25 -0.14 6.43
C 0.78 -0.61 -3.57
C -2.16 -0.96 7.35
C -1.38 -1.68 8.40
C -1.28 2.96 2.91
H 0.62 0.76 -5.23
H 4.70 -3.46 -4.15
H 3.81 -3.47 -5.68
H -2.86 0.48 1.94
H -2.70 -1.71 6.78
H -1.23 -2.47 -1.73
H -2.88 -0.29 7.81
H 0.69 -0.45 0.99
H 1.56 -0.03 -3.06
H -1.67 3.96 2.73
H -3.18 2.49 4.06
H -1.05 0.45 3.97
H 0.00 -0.86 -5.57
H -0.33 3.01 3.43
H 2.66 -4.26 -2.96
H -0.74 0.86 -3.08
H -0.51 0.40 7.02
H 0.29 -2.68 -3.83
H 1.74 -1.89 -1.27
H 1.76 -4.25 -4.48
H -1.57 0.86 9.27
H 1.75 -0.58 -5.50
H -0.49 -2.12 -0.18
H -1.38 -0.75 -3.45
H 4.12 -4.99 -4.82
H -3.49 2.11 1.63
H -1.23 2.61 0.67
H -0.70 -0.80 5.75
H 0.24 -3.98 9.78
H -1.07 -0.61 1.03
H -0.33 0.59 10.52
H 1.03 -3.47 -1.62
H -2.01 0.15 10.84
```

The calculation puts the HOMO energy at -9.38 eV. The value obtained for the lowest unoccupied orbital energy is 0.477 eV. The molecular weight comes out at 407.51 g mol⁻¹.

These are the Mulliken partial charges, in e, on atoms 1 to 2: -0.68 -0.71

=====

The most stable of them is arrangement i.

=====

Arrangement i

Computed, not measured: a cluster of 2 separate species, C4H12N4 in total, with ωB97M-V with the def2-TZVPD basis set.

Structure (XYZ):
```
20
Properties=species:S:1:pos:R:3
N 1.52 -0.30 -0.15
N -2.00 1.58 1.41
N 2.48 -0.02 0.87
N -1.47 -0.02 1.00
C -2.54 -0.86 0.58
C 1.99 -1.39 -0.99
C -1.34 1.47 0.41
C -0.64 1.96 -0.77
H 2.19 -2.32 -0.43
H 2.32 -0.60 1.69
H -1.06 1.50 -1.66
H 2.90 -1.07 -1.49
H 0.63 -0.58 0.27
H 1.21 -1.60 -1.73
H -1.93 -1.66 0.11
H -3.08 -1.28 1.43
H 0.41 1.65 -0.71
H -3.22 -0.44 -0.17
H -0.72 3.05 -0.84
H 2.36 0.95 1.16
```

The calculation puts the HOMO energy at -9.20 eV. The value obtained for the lowest unoccupied orbital energy is 0.868 eV. The molecular weight comes out at 116.17 g mol⁻¹.

These are the Mulliken partial charges, in e, on atoms 1 to 2: -0.05 -0.48

=====

Arrangement ii

Computed, not measured: a cluster of 2 separate species, C4H12N4 in total, with ωB97M-V with the def2-TZVPD basis set.

Structure (XYZ):
```
20
Properties=species:S:1:pos:R:3
N -1.64 -0.32 -1.40
N 0.55 0.42 -0.61
N -1.00 1.36 1.52
N 0.32 1.76 -1.02
C -0.24 0.32 1.42
C 0.93 0.08 2.32
C -0.46 -0.66 -1.00
C 0.20 -1.87 -1.61
H -0.55 -2.61 -1.90
H 1.56 0.97 2.34
H 1.52 0.16 -0.71
H -1.85 1.30 0.96
H 0.73 -1.58 -2.53
H -0.16 2.23 -0.25
H -0.71 -0.72 0.90
H -0.34 1.76 -1.80
H 1.51 -0.78 1.98
H 0.58 -0.11 3.33
H 0.92 -2.31 -0.93
H -1.90 0.59 -1.00
```

The calculation puts the HOMO energy at -9.25 eV. The value obtained for the lowest unoccupied orbital energy is 0.690 eV. The molecular weight comes out at 116.17 g mol⁻¹.

These are the Mulliken partial charges, in e, on atoms 1 to 2: -0.64 0.00

=====

The most stable of them is arrangement ii.